No. 1
Below is C24H22Br2Zn as an isolated structure, with properties calculated with ωB97M-V with the def2-TZVPD basis set.

Geometry as XYZ:
```
49
Properties=species:S:1:pos:R:3:forces:R:3
C 1.10246 3.47168 4.88356 0.071 0.126 -0.046
C 0.66541 2.44401 3.88051 -0.188 0.370 0.315
C 1.47369 1.34238 3.58672 0.138 -0.358 -0.148
C 1.08263 0.40115 2.65555 0.358 0.360 0.396
C -0.14780 0.54220 1.94387 -0.121 -0.972 -1.697
C -0.35292 -0.28659 0.80560 -0.697 -0.994 2.275
C -1.58989 -0.57728 0.14890 0.847 0.400 -0.084
C -1.78181 -1.89014 -0.36590 -0.520 -0.048 -0.344
C -2.88247 -2.19543 -1.15214 0.408 0.407 0.295
C -3.84265 -1.21625 -1.45137 -0.297 0.165 0.516
C -5.00442 -1.54145 -2.33944 -0.168 0.067 -0.271
C -3.69803 0.06352 -0.89897 0.339 -0.297 -0.086
C -2.56417 0.40822 -0.16862 -0.162 -0.371 0.127
C -1.03500 1.56378 2.38247 -0.049 0.365 0.236
C -0.59634 2.52536 3.28032 -0.234 -0.384 -0.027
H 0.44454 4.34714 4.83434 0.120 -0.045 0.084
H 1.09805 3.10399 5.92005 -0.049 0.014 -0.025
H 2.12293 3.80166 4.66986 0.051 0.148 0.086
H 2.44099 1.22996 4.10049 -0.342 0.070 -0.177
H 1.72279 -0.45870 2.42772 -0.241 0.301 0.010
H 0.45661 -0.99224 0.60794 -0.466 0.123 0.187
H -1.02542 -2.65076 -0.14986 -0.236 0.276 -0.076
H -3.00717 -3.20269 -1.54620 0.046 0.068 -0.032
H -5.68560 -0.68270 -2.40005 0.033 -0.196 -0.031
H -4.64481 -1.75294 -3.35363 -0.154 0.008 -0.043
H -5.58097 -2.42055 -2.02022 0.058 0.103 0.064
H -4.47856 0.81154 -1.04989 0.153 -0.082 -0.231
H -2.37727 1.44254 0.12110 -0.230 -0.346 -0.123
H -2.04669 1.58079 1.97464 0.398 0.243 0.213
H -1.26327 3.35994 3.53353 0.206 -0.256 0.022
Br 5.72001 -0.01170 1.40264 0.030 -0.405 0.581
Zn 4.16396 -1.64537 1.76104 -0.709 0.508 -1.435
Br 2.49792 -2.82971 0.72159 0.716 -0.065 0.659
C 3.26348 0.52276 -1.47807 0.364 -1.158 0.120
C 2.34697 1.08605 -0.58369 -1.330 0.258 -0.766
C 1.02949 0.75346 -1.02960 0.262 0.990 -1.094
C 1.13788 -0.12872 -2.16134 0.250 0.204 1.154
C 2.55719 -0.36492 -2.35586 0.197 0.947 0.093
C 2.96970 -1.35656 -3.25033 -0.283 -0.255 -0.619
C 2.02381 -2.10516 -3.95806 0.409 0.357 -0.171
C 0.64446 -1.81825 -3.84096 -0.206 0.385 0.565
C 0.20465 -0.85074 -2.93969 0.114 -0.188 -0.015
H 4.33087 0.67360 -1.43249 0.230 -0.304 0.048
H 2.58797 1.70030 0.29586 -0.166 -0.115 -0.568
H 0.10440 1.26559 -0.73897 0.665 -0.383 -0.091
H 4.03718 -1.49462 -3.41597 -0.046 -0.258 0.027
H 2.32600 -2.88012 -4.66518 0.132 0.134 0.162
H -0.08761 -2.37885 -4.42317 0.142 0.017 0.104
H -0.86318 -0.70918 -2.76865 0.156 0.063 -0.138
```
Forces are in eV/Å.

Values from the calculation:
Net charge = -2
Kohn-Sham gap = 2.005 eV

=====

No. 2
Below is C24H22ClN2O7Rh as an isolated structure, with properties calculated with ωB97M-V with the def2-TZVPD basis set.

Geometry as XYZ:
```
57
Properties=species:S:1:pos:R:3:forces:R:3
Rh 0.53531 -0.86032 -0.00481 0.877 1.022 0.096
C -0.93323 2.69093 2.32979 0.040 0.040 0.049
C -1.25597 1.20304 2.39022 0.004 -0.044 0.005
C -2.17506 0.88143 3.57210 0.007 0.004 0.034
C -0.02311 0.31394 2.39767 0.192 0.213 -0.082
C 1.29050 0.83211 2.25234 -0.214 0.011 -0.028
C 2.39000 0.01303 2.13331 -0.077 -0.211 -0.168
C 2.23223 -1.38469 2.06829 0.358 0.049 0.179
C 3.40976 -2.26146 1.77239 0.023 -0.005 0.019
C 0.95953 -1.90290 2.27709 -0.089 -0.365 0.157
C -0.14605 -1.06265 2.48597 -0.169 -0.208 0.058
H -1.85770 3.26765 2.31785 -0.007 -0.014 -0.014
H -0.37232 2.95156 1.43123 -0.014 -0.032 -0.019
H -0.35429 3.01307 3.19936 -0.019 -0.010 0.021
H -1.78860 0.95341 1.46444 -0.039 0.037 0.030
H -1.63005 0.95158 4.51595 -0.004 0.034 0.003
H -2.60048 -0.12068 3.50504 0.021 -0.011 -0.003
H -3.00650 1.58585 3.60933 -0.006 -0.003 -0.030
H 1.42709 1.90280 2.19833 0.025 0.005 0.025
H 3.37216 0.43967 1.97489 0.003 0.014 0.045
H 3.71455 -2.11017 0.73426 0.000 -0.005 0.014
H 3.17410 -3.31378 1.92533 -0.005 -0.003 -0.012
H 4.25633 -2.00004 2.40760 -0.004 0.005 0.011
H 0.82595 -2.97749 2.32001 -0.022 0.002 -0.010
H -1.11925 -1.51524 2.63390 -0.001 0.012 0.002
O 3.91604 0.17219 -1.92561 -0.079 0.131 -0.187
C 2.72952 0.04796 -1.70840 0.110 -0.357 0.214
O 2.31195 -0.84487 -0.83917 -0.158 0.263 0.265
C 1.72538 0.86435 -2.48531 -0.193 0.106 0.047
C 2.18865 1.38566 -3.68065 -0.149 -0.002 0.092
C 1.37652 2.21221 -4.43355 0.097 0.105 -0.221
C 0.12174 2.58601 -4.00891 0.030 -0.074 0.101
C -0.34371 2.06651 -2.81951 -0.071 0.032 -0.122
C 0.41845 1.18262 -2.01814 0.316 0.066 0.292
O -0.03312 0.80355 -0.84274 -0.182 -0.137 -0.801
N -1.67119 2.54187 -2.39681 0.233 0.047 0.494
O -2.38751 1.78759 -1.76613 -0.058 -0.102 -0.157
O -1.95865 3.68903 -2.67243 -0.047 -0.083 -0.141
N 1.87307 2.74396 -5.71162 -0.039 -0.118 0.025
O 1.12767 3.46278 -6.34821 0.042 0.016 0.017
O 2.99090 2.41969 -6.05581 -0.015 0.048 -0.006
H 3.19640 1.15822 -3.99606 -0.008 -0.005 -0.013
H -0.48138 3.27040 -4.58545 -0.002 0.003 -0.001
Cl -4.52152 -2.63714 2.51301 0.038 0.024 -0.062
C -3.30593 -2.50838 1.27803 -0.041 0.014 0.078
C -3.24183 -1.37549 0.49022 0.015 -0.082 0.001
C -2.23645 -1.26772 -0.46606 -0.012 -0.027 0.031
C -1.29683 -2.29572 -0.64572 0.146 -0.160 -0.200
C -0.08493 -2.04535 -1.45968 -0.773 -0.003 0.407
C -1.41083 -3.44398 0.16105 0.104 -0.021 -0.084
C -2.39749 -3.55335 1.11545 -0.064 0.027 -0.039
H -3.96024 -0.57618 0.61212 -0.015 -0.020 0.035
H -2.19147 -0.37462 -1.07283 0.054 0.048 -0.067
H -0.20621 -1.40050 -2.32568 -0.067 -0.254 -0.204
H 0.59785 -2.87952 -1.59242 -0.070 -0.029 -0.167
H -0.69630 -4.24976 0.03506 -0.008 0.011 -0.005
H -2.47343 -4.43270 1.74008 -0.012 -0.006 -0.005
```
Forces are in eV/Å.

Values from the calculation:
Energy relative to the best compared isomer or geometry (same formula, charge and spin) = 15.7 kcal/mol
Kohn-Sham gap = 7.479 eV

=====

No. 3
Below is C24H22N5O9Y as an isolated structure, with properties calculated with ωB97M-V with the def2-TZVPD basis set.

Geometry as XYZ:
```
61
Properties=species:S:1:pos:R:3:forces:R:3
Y 0.57734 -0.56132 0.05655 -0.236 -0.359 -1.187
C -2.39305 4.37774 -0.19798 0.569 1.217 -0.133
C -1.40568 4.50551 0.93961 0.613 -0.045 0.612
C -1.73972 5.14777 2.15593 -0.153 0.095 -0.694
C -0.78771 5.30314 3.17866 -1.531 0.275 -0.080
C 0.42970 4.71013 3.06126 0.574 -0.178 -0.077
C 0.75419 4.02336 1.90227 1.435 -0.212 -0.147
C -0.07971 4.00987 0.80121 -0.813 -0.747 -0.315
H -1.93780 4.86616 -1.07225 -0.235 0.179 0.130
H -3.30922 4.92788 0.06036 0.116 -0.489 -0.283
H -2.56867 3.37578 -0.56237 -0.284 -0.447 0.467
H -2.75259 5.58916 2.27019 0.792 -0.413 -0.073
H -1.04119 5.85263 4.08491 -0.020 -0.094 -0.252
H 1.16283 4.81357 3.84076 0.126 -0.115 0.250
H 1.75571 3.54558 1.90115 -0.682 0.341 -0.409
H 0.25141 3.51305 -0.15019 -0.450 0.531 0.970
O -1.43985 -0.28109 0.12027 -0.126 0.556 1.206
C -2.23422 -0.66882 -0.83488 -0.145 -0.935 -1.115
C -2.04794 -1.80773 -1.68180 -0.422 0.184 0.454
C -3.06687 -2.02244 -2.63576 0.304 0.585 -0.081
C -2.89911 -3.03776 -3.53640 2.362 -1.182 1.965
C -1.82855 -3.97639 -3.45801 -0.533 -0.333 -0.463
C -0.81508 -3.82008 -2.55168 -0.700 1.288 0.602
C -0.91117 -2.69290 -1.66747 0.765 -0.577 -0.945
O 0.17102 -2.39431 -0.96341 -0.024 0.710 0.465
N -3.71220 -3.15001 -4.62046 -2.423 0.114 -3.359
O -4.53086 -2.20501 -4.78638 0.932 -2.155 -0.517
O -3.54175 -4.12408 -5.40485 -1.099 2.142 1.121
H -3.08633 -0.05178 -1.04007 -0.527 0.282 -0.033
H -3.89656 -1.30343 -2.75676 0.601 -0.606 0.197
H -1.86228 -4.80781 -4.16742 0.234 0.458 0.291
H 0.07471 -4.45622 -2.57934 -0.388 0.305 0.310
O -3.47276 -5.86234 2.84263 1.733 2.401 -1.128
C -2.84763 -4.97685 2.35160 -0.309 -0.281 -0.418
O -2.24751 -4.10894 1.80832 -1.397 -2.091 1.523
C 0.72398 1.50764 4.41567 -0.660 0.596 -0.114
O 0.76080 2.25596 5.34239 0.131 -2.437 -2.670
O 0.63044 0.80362 3.45643 0.255 1.963 2.751
C 0.90103 1.65641 -4.21827 0.629 -2.277 0.204
N 2.23584 1.24944 -3.68360 -0.004 0.520 -0.971
C 2.36606 0.74743 -2.45735 -0.273 0.317 1.436
N 3.58187 0.44488 -1.94205 0.563 -0.184 -0.852
O 1.37326 0.63218 -1.66811 0.382 0.028 -0.858
H 0.13794 1.09858 -3.65273 0.321 0.283 -0.321
H 0.85709 1.35630 -5.27000 -0.037 0.142 0.247
H 0.74332 2.68560 -4.10900 -0.162 1.525 0.146
H 3.06322 1.47569 -4.26794 -0.941 -0.464 0.910
H 4.39454 0.42459 -2.56637 -0.526 -0.193 0.698
H 3.57517 -0.12852 -1.09627 0.244 0.328 -0.516
N 3.27500 -3.91971 5.91544 0.207 -0.797 1.516
C 3.07448 -3.52025 4.86512 -0.129 1.355 -2.504
C 2.88754 -2.85334 3.58981 -0.028 -0.196 1.750
C 2.36232 -3.51243 2.45925 0.112 1.685 -1.973
C 2.03830 -2.72380 1.34762 0.366 -2.628 2.147
N 2.13879 -1.35723 1.35781 -0.008 0.295 -1.532
C 2.77309 -0.73211 2.36823 0.902 -1.489 3.481
C 3.08912 -1.43220 3.54412 -0.330 0.544 -2.172
H 2.32190 -4.58116 2.34858 -0.204 -0.195 0.274
H 1.59280 -3.25196 0.50512 0.196 0.585 -0.071
H 2.88579 0.33809 2.31646 0.135 0.165 -0.088
H 3.49542 -0.91571 4.39145 0.200 0.126 0.227
```
Forces are in eV/Å.

Values from the calculation:
Energy relative to the best compared isomer or geometry (same formula, charge and spin) = 82.4 kcal/mol
Kohn-Sham gap (spin up / spin down) = 5.220 / 4.936 eV

=====

Result set for largest force on an atom: 2.58; 1.35; 4.14 eV/Å, one per record in the order listed.